(1)
Below is a cluster of 2 separate species, O2 in total, with properties calculated with the ωB97M-V functional and the def2-TZVPD basis.

Its net charge is +1. The frontier orbital gap (alpha / beta) comes out at 7.6 / 6.7 eV. The expectation value of S² is 0.75. The multiplicity is 2.

Last columns: bonded neighbours and bond lengths (Å).
Cartesian coordinates (Å):
1 O 0.0000 0.0000 0.9558  no bonds
2 O 0.0000 0.0000 -0.9558  no bonds

(2)
Below is an isolated molecule of C19H25ClN4O5S, with properties calculated with the ωB97M-V functional and the def2-TZVPD basis.

The SMILES is CC(C)C[C@@H]1NC(=O)N(CC(=O)N2CCN(S(=O)(=O)c3ccc(Cl)cc3)CC2)C1=O. The frontier orbital gap comes out at 9.8 eV.

Last columns: bonded neighbours and bond lengths (Å).
Cartesian coordinates (Å):
1 C -3.7720 -0.8643 -1.5545  H2 1.087, H3 1.087, H4 1.088, C5 1.526
2 H -4.5371 -1.3978 -0.9958  C1 1.087
3 H -2.7943 -1.1951 -1.2145  C1 1.087
4 H -3.8590 -1.1404 -2.6029  C1 1.088
5 C -3.9374 0.6451 -1.4036  C1 1.526, C6 1.529, C10 1.537, H55 1.098
6 C -2.7499 1.3764 -2.0301  C5 1.529, H7 1.089, H8 1.088, H9 1.087
7 H -2.8021 2.4467 -1.8373  C6 1.089
8 H -2.7594 1.2255 -3.1071  C6 1.088
9 H -1.8059 0.9911 -1.6544  C6 1.087
10 C -4.2250 1.0763 0.0435  C5 1.537, H11 1.093, H12 1.092, C13 1.535
11 H -4.3959 2.1563 0.0537  C10 1.093
12 H -5.1463 0.5885 0.3693  C10 1.092
13 C -3.1769 0.7669 1.1220  C10 1.535, N14 1.440, C18 1.526, H54 1.101
14 N -1.8534 1.2712 0.8638  C13 1.440, C15 1.343, H53 1.008
15 C -0.9154 0.3101 0.8920  N14 1.343, O16 1.211, N17 1.396
16 O 0.2722 0.4143 0.6803  C15 1.211
17 N -1.5575 -0.8745 1.2577  C15 1.396, C18 1.370, C20 1.445
18 C -2.9138 -0.7166 1.3653  C13 1.526, N17 1.370, O19 1.202
19 O -3.7032 -1.5728 1.6617  C18 1.202
20 C -0.8446 -2.1279 1.3491  N17 1.445, H21 1.090, H22 1.094, C23 1.534
21 H -0.2129 -2.1175 2.2375  C20 1.090
22 H -1.5991 -2.9157 1.4353  C20 1.094
23 C -0.0697 -2.3080 0.0374  C20 1.534, O24 1.216, N25 1.354
24 O -0.6481 -2.0984 -1.0115  C23 1.216
25 N 1.2125 -2.7430 0.0758  C23 1.354, C26 1.447, C47 1.455
26 C 2.1041 -2.7253 1.2157  N25 1.447, H27 1.088, H28 1.094, C29 1.533
27 H 1.5764 -2.9262 2.1458  C26 1.088
28 H 2.8436 -3.5165 1.0630  C26 1.094
29 C 2.8102 -1.3664 1.2765  C26 1.533, N30 1.450, H51 1.090, H52 1.098
30 N 3.5027 -1.1318 0.0242  C29 1.450, S31 1.674, C45 1.449
31 S 4.4498 0.2481 0.0305  N30 1.674, O32 1.432, O33 1.432, C34 1.794
32 O 5.1178 0.3084 -1.2342  S31 1.432
33 O 5.2337 0.2173 1.2290  S31 1.432
34 C 3.2510 1.5789 0.1355  S31 1.794, C35 1.381, C39 1.382
35 C 2.8435 2.0234 1.3781  C34 1.381, C36 1.384, H44 1.078
36 C 1.7784 2.9014 1.4745  C35 1.384, C37 1.386, H43 1.079
37 C 1.1321 3.2967 0.3139  C36 1.386, C38 1.386, Cl42 1.727
38 C 1.5626 2.8865 -0.9377  C37 1.386, C39 1.384, H41 1.079
39 C 2.6352 2.0164 -1.0216  C34 1.382, C38 1.384, H40 1.078
40 H 3.0026 1.6720 -1.9751  C39 1.078
41 H 1.0503 3.2201 -1.8266  C38 1.079
42 Cl -0.2622 4.3094 0.4297  C37 1.727
43 H 1.4332 3.2493 2.4355  C36 1.079
44 H 3.3651 1.6740 2.2549  C35 1.078
45 C 2.6545 -1.2445 -1.1453  N30 1.449, H46 1.090, C47 1.528, H50 1.100
46 H 3.2946 -1.1078 -2.0165  C45 1.090
47 C 1.9753 -2.6136 -1.1561  N25 1.455, C45 1.528, H48 1.090, H49 1.091
48 H 1.2893 -2.6877 -1.9999  C47 1.090
49 H 2.7146 -3.4151 -1.1990  C47 1.091
50 H 1.8676 -0.4763 -1.1339  C45 1.100
51 H 3.5638 -1.3443 2.0639  C29 1.090
52 H 2.0587 -0.5865 1.4561  C29 1.098
53 H -1.6592 2.2186 0.5802  N14 1.008
54 H -3.5592 1.1841 2.0668  C13 1.101
55 H -4.8360 0.9410 -1.9609  C5 1.098

For the records above, the corresponding DFT total energy values read -4069.56259, -59666.36979 eV.